Computed, not measured: C49H56BrGeN2O7P2SZr as an isolated structure in a non-equilibrium geometry, with ωB97M-V/def2-TZVPD.

Structure (XYZ):
```
120
Properties=species:S:1:pos:R:3:forces:R:3
Zr -1.400260 -0.427915 -0.470841 2.8 0.6 1.7
C 1.213001 -2.112572 -6.003643 -0.2 0.1 0.3
P 1.297339 -1.266218 -4.356284 0.7 -0.1 -0.2
C 3.095210 -1.563719 -4.050875 -0.3 0.0 0.0
C 1.388119 0.490291 -4.930862 -0.4 0.0 0.4
C -0.063466 0.984290 -4.958911 0.2 -0.3 0.2
P -0.996646 0.978339 -3.300332 0.5 0.8 -1.3
C -2.638137 1.206382 -4.150121 0.1 -0.2 0.3
C -0.621132 2.758934 -2.942434 -0.1 -0.3 0.2
H 2.029829 -1.819999 -6.666468 0.0 0.0 0.0
H 0.253906 -1.895954 -6.476925 0.0 0.0 -0.1
H 1.254054 -3.183099 -5.805031 0.0 -0.1 -0.1
H 3.704591 -1.220086 -4.888871 0.1 0.0 0.0
H 3.255499 -2.632285 -3.898855 0.0 0.0 0.0
H 3.392392 -1.032752 -3.148298 0.1 0.0 0.1
H 1.853264 0.573381 -5.917515 0.0 0.1 0.0
H 1.980445 1.074125 -4.218429 0.0 -0.1 0.0
H -0.621496 0.331340 -5.638277 -0.1 0.1 0.0
H -0.120375 2.008190 -5.339449 -0.2 0.0 -0.1
H -2.484804 1.702699 -5.108025 0.0 0.1 0.0
H -3.311002 1.807302 -3.542792 0.0 0.1 -0.1
H -3.105623 0.235069 -4.321662 0.0 0.0 0.0
H -1.030235 3.399667 -3.725556 0.0 0.0 0.0
H 0.463442 2.873771 -2.917265 0.0 0.0 0.1
H -1.033522 3.045145 -1.977225 0.1 0.0 0.0
C 1.245627 -7.674893 3.203961 0.0 0.1 0.0
C 0.325914 -6.548769 2.817661 0.0 0.0 0.0
C -0.946073 -6.431627 3.370053 0.0 0.1 -0.1
C -1.778050 -5.381210 3.015119 -0.1 0.0 0.0
C -1.336611 -4.434046 2.107475 -0.1 0.2 -0.3
C -0.080437 -4.545627 1.535466 0.0 0.1 -0.1
C 0.745901 -5.597228 1.891665 -0.1 -0.1 0.1
S -2.447370 -3.103076 1.654100 -0.1 0.1 0.7
O -2.370737 -2.107982 2.725870 -0.1 -0.1 -0.1
O -3.737936 -3.733165 1.493583 0.1 0.0 -0.2
N -1.876066 -2.413186 0.359797 -0.5 -0.8 0.2
C -1.971974 -3.222927 -0.851518 0.0 -0.1 -0.1
C -0.793059 -2.818504 -1.748164 0.1 -1.6 -0.5
O -0.486339 -3.487921 -2.715247 -0.2 0.2 0.3
O -0.159807 -1.763309 -1.319304 0.4 -0.2 -0.9
H 0.784461 -8.324568 3.946047 0.0 0.0 0.0
H 2.169939 -7.271070 3.619110 0.0 -0.1 0.0
H 1.507401 -8.275939 2.331907 0.0 0.0 0.0
H -1.293474 -7.178098 4.073719 0.0 0.0 0.0
H -2.777577 -5.288124 3.418504 0.0 -0.1 0.1
H 0.235331 -3.819831 0.798470 0.1 0.0 0.0
H 1.725892 -5.694056 1.439883 0.0 0.1 0.0
H -2.910212 -3.034096 -1.383533 0.1 -0.2 0.0
H -1.911807 -4.294754 -0.643906 0.0 0.0 -0.2
O -3.108820 -0.150421 1.189400 -0.2 0.1 0.2
C -3.876431 0.906978 1.769459 0.2 0.4 0.1
C -3.004551 1.887991 2.562029 0.0 -0.2 -0.2
C -1.626103 2.052684 1.902579 0.0 -0.2 0.3
C -0.680605 0.936060 2.305325 -0.3 0.5 0.4
C -0.284187 0.856589 3.568601 0.2 -0.4 -0.2
C 0.830393 -0.010371 4.031785 0.0 0.1 -0.1
C 0.997417 -1.151245 3.089201 -0.1 0.2 0.3
C 0.511207 -1.101278 1.863884 0.4 -0.8 0.2
N -0.223067 -0.005226 1.316315 0.5 -0.1 0.7
H -2.878788 -0.806596 1.904277 0.0 0.0 -0.1
H -4.651704 0.481216 2.411835 0.0 -0.1 -0.1
H -4.363992 1.426593 0.947284 0.0 0.0 0.0
H -2.875634 1.515810 3.578916 0.0 0.1 0.0
H -3.513882 2.853619 2.622495 -0.1 0.0 0.0
H -1.180492 2.992238 2.232991 0.0 0.0 -0.1
H -1.742293 2.106473 0.826443 0.1 0.2 0.0
H -0.683731 1.567157 4.284065 0.0 0.1 -0.1
H 0.661409 -0.374157 5.048486 0.0 0.1 0.0
H 1.567776 -2.010210 3.418406 0.1 0.0 -0.2
H 0.708761 -1.880787 1.142414 -0.1 0.1 0.0
C 0.538201 0.656032 0.198933 0.0 -0.1 -0.1
Ge 2.144964 1.512389 1.065351 1.1 0.6 0.6
C 1.869186 3.481831 1.103845 -0.3 -0.3 -0.2
C 2.385800 4.312524 2.091720 0.1 -0.1 0.1
C 2.248918 5.691825 2.003702 0.0 0.1 0.0
C 1.604784 6.263304 0.914319 0.0 0.0 0.0
C 1.084284 5.445743 -0.080215 -0.1 0.1 -0.1
C 1.213118 4.068738 0.022659 0.0 0.0 0.1
C 2.930922 0.934029 2.786121 -0.8 0.3 -0.7
C 2.129488 0.949891 4.072125 -0.1 0.0 0.0
C 2.964524 0.629142 5.277918 0.2 0.1 0.1
C 4.246997 0.196555 5.197041 -0.3 0.1 -0.1
C 4.910410 0.082349 3.952376 0.3 -0.2 -0.3
C 4.229975 0.465505 2.796451 0.1 -0.1 0.2
C 3.648973 1.310913 -0.231089 -0.4 -0.1 -0.1
C 4.164557 0.038994 -0.486554 -0.1 0.0 0.0
C 5.251716 -0.145360 -1.327661 0.0 -0.1 0.0
C 5.833809 0.944030 -1.960492 -0.1 0.0 0.0
C 5.316010 2.212417 -1.741880 0.2 0.0 0.0
C 4.246520 2.391514 -0.874661 -0.2 0.0 0.1
H 1.046880 -0.162988 -0.354622 -0.1 0.1 0.4
H 2.906737 3.867455 2.933735 0.0 0.0 0.0
H 2.647976 6.330275 2.782979 0.0 0.0 0.0
H 1.516530 7.340256 0.836603 0.0 0.0 0.0
H 0.580851 5.888155 -0.932835 0.0 0.0 0.0
H 0.802526 3.416412 -0.739072 0.0 0.1 0.0
H 1.679937 1.952551 4.201644 -0.1 -0.1 0.1
H 2.475867 0.749798 6.241326 0.1 0.0 0.1
H 4.787793 -0.043047 6.108336 0.0 0.0 0.0
H 5.943429 -0.237935 3.902734 0.0 0.0 0.0
H 4.775955 0.440364 1.861335 0.1 0.0 0.0
H 3.714839 -0.818569 0.005362 0.1 0.0 0.0
H 5.645114 -1.141809 -1.492474 0.0 0.0 0.0
H 6.682419 0.801014 -2.618729 0.0 0.0 0.0
H 5.760885 3.066985 -2.238640 0.0 0.0 0.0
H 3.868161 3.390140 -0.685948 0.0 0.0 -0.1
Br -8.959873 3.098532 -2.045482 0.2 -0.1 0.0
C -7.244795 2.309663 -1.834154 0.0 0.0 -0.1
C -7.094694 0.943769 -2.029945 -0.3 0.2 0.0
C -5.844565 0.377085 -1.894835 0.6 -0.1 0.2
C -4.743874 1.164557 -1.548480 -1.1 0.5 -0.1
C -4.920894 2.541342 -1.358902 0.4 -0.4 -0.1
C -6.164040 3.117117 -1.505971 -0.2 0.1 0.0
C -3.424167 0.577328 -1.380927 1.1 -0.1 -0.3
O -3.166972 -0.652321 -1.608968 -1.8 0.7 -0.5
O -2.429663 1.304052 -0.991189 -2.3 0.9 -0.7
H -7.951428 0.336307 -2.284837 0.0 0.0 0.0
H -5.696147 -0.684888 -2.039458 0.0 0.0 0.0
H -4.057913 3.142144 -1.103183 0.0 0.0 0.0
H -6.300045 4.180452 -1.367371 0.0 0.0 0.0
```
Positions in Å, forces in eV/Å.

Properties
HOMO (eV): -2.111
Frontier orbital gap (eV): 3.12
Net charge: -1

Atomic partial charges in e from the Mulliken method, atoms 1 to 5:
1. Zr -0.447
2. C -1.497
3. P 0.906
4. C -0.935
5. C -1.080